# 1
Entry from the Open Molecules 2025 dataset: C26H54BrN2OSi2SrTe as an isolated structure at a distorted geometry (ωB97M-V/def2-TZVPD).

The max |F| is 1.752 eV Å⁻¹. Its total charge is +1. The HOMO energy is -9.6 eV. As for the HOMO-LUMO gap: 6.41 eV.

Cartesian coordinates (Å):
Sr (11.297, -14.914, 3.985)
C (15.567, -9.878, 7.807)
C (15.252, -9.297, 6.404)
C (16.566, -9.176, 5.584)
C (14.639, -7.888, 6.560)
C (14.235, -10.211, 5.688)
C (14.540, -11.553, 5.399)
C (13.700, -12.409, 4.731)
Br (14.379, -14.224, 4.247)
C (12.467, -11.917, 4.222)
O (11.757, -12.667, 3.413)
C (12.025, -10.640, 4.696)
C (12.914, -9.811, 5.395)
C (10.591, -10.197, 4.328)
C (10.308, -10.294, 2.803)
C (9.573, -11.154, 5.004)
C (10.311, -8.751, 4.722)
H (16.096, -9.166, 8.436)
H (16.188, -10.767, 7.728)
H (14.657, -10.137, 8.320)
H (17.228, -8.434, 6.027)
H (16.362, -8.851, 4.567)
H (17.089, -10.128, 5.545)
H (15.355, -7.178, 6.971)
H (13.787, -7.906, 7.238)
H (14.309, -7.479, 5.590)
H (15.521, -11.939, 5.708)
H (12.576, -8.816, 5.716)
H (10.241, -11.339, 2.499)
H (11.092, -9.810, 2.217)
H (9.376, -9.793, 2.562)
H (9.705, -12.177, 4.666)
H (8.592, -10.818, 4.690)
H (9.649, -11.117, 6.080)
H (10.956, -8.039, 4.192)
H (10.450, -8.570, 5.775)
H (9.284, -8.499, 4.475)
C (9.470, -14.996, -1.193)
C (10.812, -15.492, -0.598)
C (11.023, -16.996, -0.961)
C (11.967, -14.651, -1.076)
N (10.686, -15.303, 0.837)
N (11.818, -15.700, 1.628)
H (9.480, -15.136, -2.283)
H (9.331, -13.945, -0.954)
H (8.628, -15.554, -0.783)
H (11.030, -17.052, -2.057)
H (10.203, -17.596, -0.600)
H (11.956, -17.409, -0.620)
H (11.941, -14.620, -2.160)
H (12.946, -15.063, -0.849)
H (11.912, -13.629, -0.714)
H (9.897, -15.884, 1.128)
H (12.614, -15.168, 1.299)
H (12.063, -16.677, 1.468)
C (9.244, -21.044, 7.091)
Si (10.570, -19.893, 6.393)
C (11.721, -19.410, 7.843)
C (11.671, -20.684, 5.067)
C (9.722, -18.351, 5.601)
Te (10.609, -16.642, 6.620)
C (8.803, -15.359, 6.920)
Si (9.237, -14.210, 8.394)
C (10.929, -13.369, 8.064)
C (9.440, -15.394, 9.901)
C (7.899, -12.863, 8.638)
H (9.666, -21.991, 7.395)
H (8.497, -21.262, 6.354)
H (8.752, -20.618, 7.967)
H (12.115, -20.321, 8.269)
H (11.205, -18.861, 8.643)
H (12.596, -18.836, 7.520)
H (12.281, -21.464, 5.493)
H (12.347, -19.975, 4.600)
H (11.076, -21.131, 4.270)
H (8.664, -18.278, 5.828)
H (9.859, -18.191, 4.525)
H (8.000, -16.053, 7.117)
H (8.609, -14.879, 5.965)
H (11.754, -14.011, 8.362)
H (10.973, -12.465, 8.652)
H (11.043, -13.093, 7.006)
H (10.281, -16.071, 9.749)
H (8.534, -16.000, 10.070)
H (9.602, -14.801, 10.812)
H (7.787, -12.264, 7.721)
H (8.171, -12.202, 9.456)
H (6.942, -13.312, 8.855)

---

# 2
Entry from the Open Molecules 2025 dataset: C21H16AuBF4O4PS as an isolated structure (ωB97M-V/def2-TZVPD).

The max |F| is 0.580 eV Å⁻¹. Its total charge is -1. The HOMO energy is -5.7 eV. As for the HOMO-LUMO gap: 7.25 eV.

Cartesian coordinates (Å):
Au (0.527, -0.142, -0.756)
O (0.273, -2.641, -4.052)
C (-0.198, -2.054, -3.098)
O (0.505, -1.148, -2.467)
C (-1.609, -2.320, -2.664)
C (-2.342, -3.190, -3.479)
C (-3.654, -3.510, -3.204)
C (-4.264, -2.957, -2.081)
C (-3.559, -2.103, -1.262)
C (-2.223, -1.770, -1.540)
S (-1.608, -0.687, -0.287)
H (-1.833, -3.600, -4.339)
H (-4.200, -4.182, -3.853)
H (-5.294, -3.194, -1.842)
H (-4.030, -1.675, -0.385)
O (4.332, 1.467, -0.902)
C (3.217, 1.142, -0.558)
O (2.442, 0.364, -1.270)
C (2.661, 1.641, 0.777)
P (0.946, 1.084, 1.139)
C (0.057, 2.661, 1.182)
C (-0.326, 3.352, 2.324)
C (-0.956, 4.582, 2.206)
C (-1.206, 5.130, 0.958)
C (-0.822, 4.445, -0.184)
C (-0.200, 3.212, -0.074)
C (1.188, 0.073, 2.620)
C (0.923, 0.459, 3.928)
C (1.210, -0.406, 4.973)
C (1.762, -1.653, 4.724)
C (2.032, -2.040, 3.421)
C (1.740, -1.184, 2.372)
H (2.701, 2.730, 0.764)
H (3.334, 1.298, 1.561)
H (-0.183, 2.937, 3.306)
H (-1.275, 5.097, 3.103)
H (-1.716, 6.081, 0.876)
H (-1.019, 4.859, -1.164)
H (0.080, 2.677, -0.974)
H (0.456, 1.401, 4.152)
H (0.972, -0.106, 5.985)
H (1.965, -2.330, 5.545)
H (2.455, -3.015, 3.214)
H (1.938, -1.502, 1.355)
F (-3.515, 1.472, 2.792)
B (-2.387, 0.833, 3.294)
F (-2.689, -0.409, 3.841)
F (-1.751, 1.651, 4.261)
F (-1.450, 0.637, 2.205)

---

# 3
Entry from the Open Molecules 2025 dataset: C15H13N4NiO4 as an isolated structure at a distorted geometry (ωB97M-V/def2-TZVPD).

The max |F| is 1.722 eV Å⁻¹. Its expectation value of S² is 2.005. Its total charge is -1. The HOMO energy (alpha / beta) is -4.2 / -4.3 eV. The spin multiplicity is 3. As for the HOMO-LUMO gap (alpha / beta): 7.25 / 7.33 eV.

Cartesian coordinates (Å):
Ni (0.752, -1.095, -0.004)
O (2.499, -0.617, 0.841)
C (2.659, 0.179, 1.826)
C (3.861, 0.099, 2.582)
C (4.116, 0.921, 3.647)
C (3.180, 1.881, 4.035)
C (2.009, 2.007, 3.327)
C (1.715, 1.195, 2.222)
C (0.493, 1.424, 1.519)
N (0.096, 0.742, 0.492)
N (-0.982, 1.147, -0.203)
C (-1.272, 0.356, -1.225)
O (-0.666, -0.715, -1.512)
C (-2.358, 0.804, -2.127)
C (-2.449, 0.199, -3.377)
C (-3.447, 0.563, -4.257)
C (-4.370, 1.530, -3.893)
C (-4.284, 2.137, -2.651)
C (-3.280, 1.781, -1.769)
H (4.578, -0.652, 2.284)
H (5.043, 0.824, 4.200)
H (3.372, 2.516, 4.889)
H (1.285, 2.760, 3.618)
H (-0.126, 2.265, 1.849)
H (-1.719, -0.557, -3.623)
H (-3.516, 0.090, -5.227)
H (-5.158, 1.810, -4.581)
H (-5.016, 2.886, -2.376)
H (-3.196, 2.243, -0.798)
N (1.404, -3.016, -0.857)
N (0.633, -3.999, -0.195)
C (-0.001, -3.636, 1.044)
O (-0.348, -4.574, 1.747)
O (-0.162, -2.408, 1.244)
H (1.237, -3.060, -1.861)
H (2.402, -3.087, -0.643)
H (1.017, -4.940, -0.185)

---

# 4
Entry from the Open Molecules 2025 dataset: one molecule with the formula C2H3N3O at a distorted geometry (ωB97M-V/def2-TZVPD).

The max |F| is 2.046 eV Å⁻¹. Its total charge is 0. The HOMO energy is -8.9 eV. As for the HOMO-LUMO gap: 9.63 eV.

Cartesian coordinates (Å):
C (0.734, -0.181, 0.002)
C (-1.266, -0.839, -0.004)
H (2.479, 0.605, 0.016)
H (-2.211, -1.409, -0.025)
H (-0.097, 1.946, 0.151)
N (2.010, -0.283, -0.068)
N (-0.094, -1.297, 0.006)
N (-0.122, 0.950, -0.002)
O (-1.433, 0.509, -0.077)

---

# 5
Entry from the Open Molecules 2025 dataset: a 11-piece molecular cluster, C20H62N4O20 overall at a distorted geometry (ωB97M-V/def2-TZVPD).

The max |F| is 3.482 eV Å⁻¹. Its total charge is 0. The HOMO energy is -9.5 eV. As for the HOMO-LUMO gap: 9.52 eV.

Cartesian coordinates (Å):
C (4.912, 1.070, -14.041)
O (5.496, 0.411, -14.905)
N (3.704, 1.610, -14.269)
N (5.395, 1.289, -12.790)
H (3.264, 1.590, -15.173)
H (3.263, 2.259, -13.636)
H (6.131, 0.654, -12.526)
H (4.688, 1.618, -12.149)
C (0.115, 4.858, -13.578)
O (-0.838, 4.144, -13.240)
N (0.185, 6.138, -13.230)
N (1.013, 4.467, -14.452)
H (-0.529, 6.507, -12.623)
H (0.700, 6.875, -13.680)
H (1.835, 4.949, -14.779)
H (0.811, 3.530, -14.790)
C (5.170, 4.395, -11.219)
C (4.009, 4.007, -12.138)
O (3.200, 2.891, -11.692)
O (4.862, 4.849, -9.891)
H (5.662, 5.254, -11.679)
H (5.920, 3.602, -11.217)
H (4.382, 3.838, -13.147)
H (3.285, 4.815, -12.286)
H (2.819, 3.260, -10.889)
H (3.954, 4.580, -9.721)
C (7.361, 1.549, -17.958)
C (8.660, 2.189, -17.457)
O (9.064, 3.221, -18.345)
O (6.416, 2.455, -18.378)
H (7.024, 0.876, -17.162)
H (7.632, 0.858, -18.765)
H (9.492, 1.486, -17.483)
H (8.509, 2.705, -16.504)
H (8.392, 3.898, -18.210)
H (6.364, 2.434, -19.335)
C (7.356, 2.116, -8.976)
C (7.592, 0.714, -9.445)
O (7.507, 0.600, -10.878)
O (5.938, 2.327, -8.925)
H (7.762, 2.808, -9.717)
H (7.677, 2.365, -7.964)
H (6.933, -0.048, -9.020)
H (8.552, 0.309, -9.113)
H (7.794, -0.264, -11.188)
H (5.784, 3.243, -9.186)
C (3.759, -2.927, -10.096)
C (3.925, -1.768, -11.119)
O (4.113, -2.430, -12.406)
O (3.840, -2.651, -8.726)
H (4.509, -3.656, -10.410)
H (2.775, -3.319, -10.361)
H (4.866, -1.271, -10.879)
H (3.033, -1.207, -11.388)
H (4.959, -2.887, -12.375)
H (4.650, -2.957, -8.316)
C (8.384, 0.462, -14.261)
C (9.350, 1.352, -13.413)
O (8.686, 2.504, -12.965)
O (8.674, -0.915, -14.163)
H (8.587, 0.882, -15.248)
H (7.381, 0.655, -13.881)
H (10.200, 1.702, -13.998)
H (9.668, 0.812, -12.516)
H (7.993, 2.199, -12.371)
H (8.180, -1.333, -14.879)
C (3.420, -0.184, -17.679)
C (2.144, 0.583, -18.153)
O (2.297, 1.078, -19.497)
O (3.798, -1.379, -18.293)
H (3.306, -0.165, -16.591)
H (4.152, 0.612, -17.851)
H (1.976, 1.453, -17.509)
H (1.176, 0.077, -18.092)
H (1.618, 1.738, -19.669)
H (4.749, -1.299, -18.402)
C (0.783, -0.384, -13.833)
C (0.258, 1.042, -13.945)
O (0.781, 1.698, -15.127)
O (0.506, -0.971, -15.115)
H (0.223, -0.926, -13.068)
H (1.853, -0.457, -13.632)
H (0.665, 1.621, -13.118)
H (-0.822, 1.037, -14.080)
H (0.825, 0.990, -15.782)
H (0.946, -1.818, -15.221)
C (6.553, -3.250, -16.117)
C (7.798, -4.038, -16.203)
O (8.709, -3.575, -17.255)
O (6.905, -1.917, -15.771)
H (5.860, -3.595, -15.345)
H (5.968, -3.290, -17.043)
H (7.783, -5.116, -16.345)
H (8.304, -3.805, -15.262)
H (8.227, -2.926, -17.777)
H (6.089, -1.459, -15.524)
C (4.227, 4.386, -16.939)
C (3.160, 4.232, -17.997)
O (3.632, 3.655, -19.175)
O (3.772, 4.887, -15.724)
H (5.096, 4.964, -17.270)
H (4.644, 3.400, -16.701)
H (2.695, 5.183, -18.270)
H (2.332, 3.673, -17.545)
H (3.442, 2.711, -19.224)
H (4.470, 4.915, -15.069)

---

# 6
Entry from the Open Molecules 2025 dataset: one molecule with the formula C3H4N2O3 at a distorted geometry (ωB97M-V/def2-TZVPD).

The max |F| is 7.141 eV Å⁻¹. Its total charge is 0. The HOMO energy is -10.1 eV. As for the HOMO-LUMO gap: 10.70 eV.

Cartesian coordinates (Å):
C (-0.255, 0.272, -0.586)
C (-1.049, -0.599, 0.263)
C (0.936, -0.300, 1.672)
H (0.683, 1.371, -2.105)
H (-1.047, -1.668, -0.498)
H (-1.953, -0.218, 0.693)
H (1.570, -0.655, 2.365)
N (-0.486, -0.030, -1.737)
N (1.349, 0.664, 0.881)
O (0.131, 0.823, -2.581)
O (-0.388, -0.928, 1.727)
O (0.510, 1.268, -0.093)

---

# 7
Entry from the Open Molecules 2025 dataset: C13H34N3O6Ti as an isolated structure at a distorted geometry (ωB97M-V/def2-TZVPD).

The max |F| is 5.975 eV Å⁻¹. Its expectation value of S² is 3.752. Its total charge is 0. The HOMO energy (alpha / beta) is -3.9 / -8.5 eV. The spin multiplicity is 4. As for the HOMO-LUMO gap (alpha / beta): 4.27 / 8.80 eV.

Cartesian coordinates (Å):
Ti (-0.320, 0.339, 0.505)
O (-3.619, 0.477, 0.159)
C (-3.322, 0.868, 1.376)
O (-4.277, 1.276, 2.035)
O (-2.201, 0.719, 1.766)
H (-4.389, 0.867, 0.580)
C (-1.370, -3.289, -0.139)
C (-1.531, -2.539, -1.506)
C (-2.611, -3.150, -2.345)
O (-2.541, -2.685, -3.767)
C (-3.631, -3.077, -4.572)
N (-1.630, -1.115, -1.358)
H (-1.194, -4.352, -0.304)
H (-2.311, -3.368, 0.406)
H (-0.606, -2.886, 0.526)
H (-0.516, -2.585, -1.902)
H (-3.575, -2.883, -1.911)
H (-2.686, -4.229, -2.478)
H (-3.369, -2.976, -5.626)
H (-4.614, -2.772, -4.212)
H (-3.578, -4.161, -4.470)
H (-2.378, -0.956, -0.699)
H (-1.825, -0.780, -2.291)
C (3.404, 0.192, 0.373)
C (2.891, -0.678, 1.545)
C (2.959, 0.116, 2.841)
O (2.784, -0.711, 4.025)
C (3.168, -0.217, 5.268)
N (1.533, -1.005, 1.245)
H (2.716, 1.008, 0.153)
H (3.505, -0.485, -0.476)
H (4.350, 0.685, 0.597)
H (3.539, -1.548, 1.650)
H (2.173, 0.866, 2.750)
H (3.922, 0.618, 2.930)
H (4.216, 0.083, 5.300)
H (2.923, -0.744, 6.190)
H (2.622, 0.727, 5.293)
H (1.696, -1.632, 0.470)
H (1.114, -1.537, 1.995)
C (0.116, 4.688, 0.452)
C (-0.024, 3.226, 0.005)
C (0.723, 2.800, -1.302)
O (0.463, 1.420, -1.587)
C (0.920, 1.000, -2.864)
N (0.308, 2.448, 1.182)
H (-0.268, 4.725, 1.472)
H (-0.359, 5.360, -0.263)
H (1.189, 4.872, 0.508)
H (-1.051, 2.924, -0.199)
H (1.805, 2.906, -1.220)
H (0.429, 3.456, -2.122)
H (1.972, 1.275, -2.939)
H (0.383, 1.457, -3.695)
H (0.902, -0.090, -2.892)
H (-0.197, 2.534, 2.053)
H (1.268, 2.519, 1.489)

---

# 8
Entry from the Open Molecules 2025 dataset: a 2-piece molecular cluster, CH2ClFO3S overall at a distorted geometry (ωB97M-V/def2-TZVPD).

The max |F| is 3.113 eV Å⁻¹. Its total charge is 0. The HOMO energy is -10.3 eV. As for the HOMO-LUMO gap: 10.00 eV.

Cartesian coordinates (Å):
C (0.325, -0.381, -0.367)
O (-1.748, -0.138, 2.228)
O (-2.161, -1.528, 4.277)
O (-0.703, -1.021, -0.214)
F (-3.884, -1.382, 2.618)
S (-2.270, -1.303, 2.901)
Cl (-1.739, -2.928, 1.831)
H (0.525, 0.056, -1.348)
H (0.869, -0.181, 0.538)

---

Q: The highest max |F| belongs to which entry?
A: C3H4N2O3

---

Q: What is the max |F| in the second record?
A: 0.580 eV Å⁻¹

---

What did the fourth record say?
Entry from the Open Molecules 2025 dataset: one molecule with the formula C2H3N3O at a distorted geometry (ωB97M-V/def2-TZVPD).

The max |F| is 2.046 eV Å⁻¹. Its total charge is 0. The HOMO energy is -8.9 eV. As for the HOMO-LUMO gap: 9.63 eV.

Cartesian coordinates (Å):
C (0.734, -0.181, 0.002)
C (-1.266, -0.839, -0.004)
H (2.479, 0.605, 0.016)
H (-2.211, -1.409, -0.025)
H (-0.097, 1.946, 0.151)
N (2.010, -0.283, -0.068)
N (-0.094, -1.297, 0.006)
N (-0.122, 0.950, -0.002)
O (-1.433, 0.509, -0.077)